No. 1
91
Properties=species:S:1:pos:R:3:lowdin_spin:R:1 method="wB97M-V/def2-TZVPD" spin_multiplicity=2 e_above_lowest_kcal_mol=1.82 homo_lumo_gap_ha="0.2653 / 0.2278" e_tot_ev=-135669.4046 total_charge=+2
Y 0.237 -0.280 0.123 0.189
Ge -1.465 2.134 0.111 0.465
Cl 5.585 -0.943 5.482 0.000
Si -2.448 1.585 2.251 0.065
Si -2.938 2.106 -1.775 0.059
Si 0.547 3.509 -0.005 0.071
O 0.870 -0.294 2.085 0.005
O -0.724 -2.195 -0.004 0.006
N -1.974 -4.051 -0.344 0.000
N 0.916 -0.516 -2.187 0.004
N 2.626 -0.187 -0.096 0.002
N 0.146 -4.194 0.610 0.000
C -0.089 -5.379 1.438 0.000
C 4.924 0.124 -3.068 0.000
C 4.208 -0.739 4.466 0.000
C 1.753 -0.644 -4.834 0.000
C -3.148 -3.241 -0.646 0.000
C 4.465 0.147 -1.734 0.000
C 2.935 -0.620 5.037 0.000
C 3.220 -0.518 2.275 0.000
C -2.036 -5.439 -0.796 0.000
C 1.451 -3.569 0.779 0.000
C 1.437 3.225 -1.623 0.000
C 3.157 -0.120 -1.426 0.000
C -0.854 -3.468 0.085 0.000
C -1.955 2.443 -3.328 0.000
C 2.701 -0.388 -3.818 0.000
C 2.241 -0.343 -2.488 0.000
C 0.438 -0.834 -4.514 0.000
C 4.070 -0.157 -4.093 0.000
C 1.939 -0.415 2.852 0.000
C -0.165 5.229 0.062 0.043
C -4.039 2.534 2.398 0.021
C -4.224 3.426 -1.513 0.020
C -2.802 -0.258 2.235 0.010
C 1.682 3.183 1.438 -0.001
C 1.820 -0.464 4.243 0.000
C -1.267 2.058 3.608 0.002
C 4.348 -0.694 3.103 0.000
C 3.465 -0.444 0.863 0.001
C -3.738 0.409 -1.810 0.010
C 0.064 -0.754 -3.166 0.002
H 4.501 -0.642 0.592 0.000
H -0.710 5.391 0.993 0.001
H 1.181 3.394 2.385 0.000
H -4.829 3.223 -0.628 0.000
H -3.765 4.408 -1.389 0.001
H 1.729 -3.017 -0.120 0.000
H -3.165 -2.952 -1.700 0.000
H -4.464 0.326 -0.998 0.000
H -3.161 -2.354 -0.025 0.000
H 2.836 -0.657 6.113 0.000
H 2.281 3.919 -1.677 0.000
H 0.386 -6.261 1.010 0.000
H 0.788 3.418 -2.477 0.000
H -1.044 1.848 -3.405 0.001
H 2.552 3.839 1.363 0.000
H 0.835 -0.384 4.683 0.000
H -1.037 -5.855 -0.891 0.000
H 0.331 -5.198 2.428 0.000
H -1.152 -5.560 1.554 0.000
H 2.047 2.155 1.474 0.000
H -0.845 5.412 -0.771 0.001
H -3.311 -0.529 3.164 0.001
H -2.508 -5.453 -1.778 0.000
H -1.903 -0.878 2.180 0.001
H -3.020 -0.408 -1.701 0.003
H 4.417 -0.186 -5.117 0.000
H -0.977 -0.883 -2.884 0.001
H -3.468 -0.515 1.408 0.000
H -0.279 1.615 3.475 0.000
H -1.671 3.498 -3.360 0.000
H -2.569 2.242 -4.210 0.000
H 1.846 2.217 -1.722 0.000
H 1.476 -2.907 1.651 0.000
H -4.762 2.246 1.633 0.000
H -4.490 2.345 3.375 0.003
H 2.190 -4.356 0.922 0.000
H 5.332 -0.783 2.660 0.000
H 2.083 -0.686 -5.864 0.000
H -2.628 -6.055 -0.120 0.000
H -4.894 3.478 -2.375 0.003
H -1.670 1.726 4.569 0.000
H 5.965 0.334 -3.268 0.000
H -3.860 3.607 2.313 0.001
H 5.172 0.405 -0.958 0.000
H -0.309 -1.031 -5.268 0.000
H -1.164 3.145 3.656 0.000
H -4.276 0.263 -2.751 0.001
H -4.037 -3.831 -0.434 0.000
H 0.639 5.968 0.011 0.007

---

No. 2
87
Properties=species:S:1:pos:R:3:lowdin_charge:R:1 method="wB97M-V/def2-TZVPD" homo_lumo_gap_ha="0.0675 / 0.0674" e_tot_ev=-110270.1547 total_charge=-2
Ga 1.330 -0.032 3.276 0.580
Si -0.351 2.922 2.786 0.395
Si -0.418 0.704 5.137 0.356
O -0.407 0.992 -1.309 -0.090
O -1.645 -0.699 -6.117 0.122
O 2.308 -2.286 -4.808 0.109
O -0.211 -2.341 -6.702 -0.040
O 1.958 -0.398 -5.972 -0.025
C -1.271 0.310 -3.366 -0.201
C 2.942 -0.269 0.534 -0.186
C 1.584 -1.355 -5.111 -0.451
C 1.372 3.686 2.873 -0.198
C 3.225 0.205 1.839 -0.276
C -0.028 -1.159 5.434 -0.259
C 2.728 -2.084 1.942 -0.194
C -1.322 1.411 -2.288 -0.540
C -0.666 -1.386 -5.847 -0.392
C 0.980 1.721 5.912 -0.255
C -0.899 3.264 1.019 -0.187
C -1.513 3.980 3.817 -0.222
C -0.296 1.092 3.264 -0.456
C 3.210 -0.968 2.745 -0.350
C 0.128 -3.691 -6.257 -0.019
C -0.914 -3.427 2.785 -0.217
C 0.189 -1.108 -4.607 -0.240
C 2.644 -1.660 0.606 -0.181
C -1.991 -2.492 2.702 -0.214
C -0.886 2.810 -2.756 -0.017
C -0.280 -1.977 -3.395 -0.023
C -1.068 -0.976 -2.539 -0.207
C -0.029 0.378 -4.242 -0.053
C -2.763 1.451 -1.743 -0.003
C -2.311 -2.314 1.321 -0.224
C -2.094 1.062 5.927 -0.199
C -1.435 -3.140 0.559 -0.236
C -0.560 -3.812 1.460 -0.214
C -0.271 -0.442 -1.351 -0.106
C 3.182 -0.675 -6.652 -0.037
H -2.487 2.073 5.745 0.004
H 1.904 3.467 3.807 0.012
H -1.990 -1.381 -2.100 0.143
H -1.010 -1.651 5.489 0.008
H -2.139 0.212 -4.025 0.146
H 1.922 1.655 5.350 -0.004
H 0.593 -2.412 -2.875 0.136
H -1.067 0.570 2.675 0.003
H 3.486 1.230 2.136 0.063
H -1.226 4.062 4.871 0.011
H 0.584 -1.738 4.709 -0.018
H 1.288 4.782 2.788 0.019
H -2.489 -2.011 3.543 0.050
H -0.458 -3.798 3.700 0.056
H -0.148 1.002 -5.143 0.137
H -3.260 2.342 -2.154 0.079
H -1.517 5.002 3.406 0.013
H 0.810 0.732 -3.623 0.148
H 1.204 -3.834 -6.393 0.085
H 3.158 -1.693 -7.063 0.097
H 2.955 0.335 -0.374 0.072
H -0.422 -4.338 -6.947 0.090
H -1.852 2.788 0.772 0.013
H 0.205 2.898 -2.749 0.085
H 0.731 2.785 5.996 0.008
H 4.012 -0.575 -5.945 0.101
H -2.037 0.929 7.022 0.018
H 0.473 -1.215 6.415 0.014
H -0.168 2.928 0.274 0.024
H -3.336 0.557 -2.030 0.082
H -2.845 0.346 5.554 0.025
H 1.981 3.336 2.027 0.024
H -3.101 -1.669 0.928 0.050
H -2.783 1.528 -0.652 0.075
H -0.605 -0.847 -0.403 0.107
H 3.820 -1.066 3.657 0.082
H -0.949 -2.794 -3.710 0.117
H 0.235 -4.510 1.186 0.055
H 0.795 -0.697 -1.392 0.109
H 3.233 0.075 -7.441 0.092
H -1.039 4.347 0.890 0.025
H -2.550 3.624 3.780 0.024
H -1.451 -3.264 -0.530 0.049
H 1.183 1.334 6.918 0.009
H -1.231 3.016 -3.782 0.086
H -0.152 -3.924 -5.216 0.095
H 2.381 -2.304 -0.246 0.078
H -1.291 3.544 -2.048 0.074
H 2.497 -3.075 2.328 0.076

---

No. 3
80
Properties=species:S:1:pos:R:3:nbo_charge:R:1 method="wB97M-V/def2-TZVPD" e_above_lowest_kcal_mol=4.91 homo_lumo_gap_ha=0.3404 e_tot_ev=-31919.6635
C -0.070 -2.693 0.335 -0.432
C -5.761 0.422 -1.602 -0.199
C 1.817 2.648 1.694 0.028
C -4.343 0.890 -1.716 -0.430
C 1.890 4.147 1.809 -0.662
C 4.968 2.106 0.247 -0.431
C -3.488 0.319 -0.570 -0.417
C -1.250 -2.180 1.098 -0.206
C -1.580 1.662 0.222 -0.199
C -1.273 0.252 -1.816 -0.655
C 2.891 1.871 1.616 -0.195
C -2.195 -4.416 1.673 -0.658
C 5.198 -1.327 -1.569 -0.410
C 5.048 1.024 -2.553 -0.663
C 1.210 -1.939 0.728 -0.413
C 2.739 -1.613 -1.174 -0.198
C 4.317 2.329 1.618 -0.425
C -2.064 0.793 -0.658 0.030
C -0.201 2.239 0.260 -0.420
C -6.748 1.015 -0.940 0.032
C 3.870 -1.883 -2.119 -0.432
C 5.113 0.153 -1.329 0.028
C 2.379 -2.347 -0.128 0.034
C 3.061 -3.614 0.294 -0.653
C -2.189 -2.911 1.686 0.029
C -6.619 2.305 -0.186 -0.651
C 0.433 2.063 1.651 -0.418
C 5.072 0.652 -0.099 -0.191
C -3.338 -2.272 2.409 -0.631
C -8.125 0.419 -0.891 -0.631
H 4.388 2.633 -0.513 0.205
H 3.689 -3.420 1.165 0.218
H 3.654 -1.412 -3.079 0.206
H 5.787 1.822 -2.496 0.222
H -7.353 3.026 -0.549 0.214
H -8.419 0.234 0.142 0.208
H -3.041 -4.800 2.237 0.212
H 5.995 -1.541 -2.287 0.204
H -0.258 0.000 -1.518 0.217
H 5.973 2.545 0.258 0.211
H 2.326 -4.365 0.580 0.212
H 0.469 0.999 1.889 0.210
H 3.985 -2.955 -2.293 0.208
H -2.226 2.007 1.022 0.189
H -8.170 -0.519 -1.438 0.212
H 3.690 -4.023 -0.491 0.213
H -6.821 2.135 0.871 0.215
H -3.929 0.628 0.379 0.206
H -1.321 -1.101 1.140 0.204
H -1.282 -4.813 2.117 0.219
H 4.380 3.386 1.878 0.207
H 5.136 -0.022 0.745 0.191
H 2.470 4.576 0.993 0.219
H -0.254 3.308 0.027 0.206
H 4.065 1.488 -2.644 0.219
H -5.966 -0.524 -2.088 0.191
H -3.932 0.557 -2.671 0.207
H -0.242 -2.542 -0.735 0.211
H -1.745 -0.644 -2.211 0.212
H -3.515 -0.773 -0.614 0.209
H 5.432 -1.840 -0.635 0.206
H 0.062 -3.762 0.501 0.201
H -3.259 -1.188 2.386 0.214
H 0.895 4.583 1.786 0.211
H 2.364 4.438 2.746 0.222
H 2.763 0.801 1.518 0.198
H 4.874 1.762 2.370 0.205
H -4.283 1.979 -1.690 0.205
H -3.360 -2.600 3.448 0.209
H -1.215 0.990 -2.617 0.221
H -8.851 1.108 -1.322 0.209
H -4.282 -2.563 1.948 0.210
H -2.263 -4.794 0.654 0.220
H -5.629 2.739 -0.279 0.214
H 1.028 -0.869 0.614 0.203
H 2.200 -0.693 -1.365 0.193
H 5.237 0.445 -3.453 0.212
H -0.199 2.553 2.396 0.200
H 0.443 1.773 -0.486 0.205
H 1.430 -2.138 1.780 0.205

---

No. 4
90
Properties=species:S:1:pos:R:3:lowdin_charge:R:1 method="wB97M-V/def2-TZVPD" e_above_lowest_kcal_mol=115.29 homo_lumo_gap_ha="0.1318 / 0.1319" e_tot_ev=-89417.5529 total_charge=+2
S -0.932 -2.642 1.476 0.966
S -0.306 0.278 1.103 0.963
S -0.803 -3.595 -1.548 0.747
P 4.146 -0.413 6.112 0.778
Al -0.620 -1.615 -0.629 -0.198
O 5.000 -0.996 7.344 -0.360
O 4.849 1.108 5.769 -0.383
O 2.746 -0.136 6.790 -0.376
N 1.084 -0.933 -1.536 0.061
N -1.474 1.122 -1.423 -0.169
C -1.592 -0.126 2.433 -0.373
C -2.020 -0.296 -1.223 -0.128
C 2.620 -4.028 -2.061 -0.043
C -2.978 1.422 -3.469 -0.153
C -1.117 1.579 -0.046 -0.285
C -1.750 -0.569 -4.731 0.019
C -3.228 4.367 0.548 -0.072
C 2.636 -1.055 -3.252 0.013
C -1.863 -4.122 1.022 -0.427
C -4.294 1.611 -3.883 -0.012
C -0.267 1.099 -2.435 0.013
C 6.424 -1.088 7.217 -0.131
C 4.258 2.382 6.151 -0.115
C -2.107 -1.614 2.341 -0.451
C 2.963 -2.746 -1.331 -0.587
C -2.085 -4.280 -0.520 -0.598
C -1.593 1.982 -5.537 0.004
C 2.473 -2.827 0.093 -0.073
C -4.717 2.996 -1.967 0.003
C 2.206 -1.639 -2.074 -0.189
C -5.221 2.231 -3.055 -0.008
C -1.879 0.949 -4.399 -0.210
C -3.386 2.946 -1.514 -0.119
C -1.375 4.669 -1.147 -0.034
C 0.774 0.092 -2.525 -0.252
C -2.839 4.246 -0.906 -0.380
C 1.556 -0.961 6.680 -0.110
C 4.416 -2.312 -1.346 -0.030
C -2.597 1.910 -2.156 -0.029
C 1.702 -0.029 -3.568 0.008
H -4.066 3.680 0.784 0.087
H 1.295 -1.089 5.620 0.059
H -0.820 1.108 -3.518 0.091
H 3.443 -1.461 -3.819 0.121
H -2.341 4.116 1.259 0.110
H 1.827 0.668 -4.401 0.128
H -2.388 0.563 2.116 0.072
H -0.771 -0.941 -4.580 0.072
H 3.521 2.282 6.937 0.069
H -2.199 -5.337 -0.718 0.078
H 6.637 -2.122 6.981 0.077
H 1.477 -3.358 0.153 0.039
H 0.756 -0.401 7.181 0.083
H -2.510 -1.110 -4.118 0.100
H -3.079 -3.767 -0.723 0.092
H 4.934 -2.908 -0.566 0.104
H -2.513 -0.686 -2.122 0.077
H 6.800 -0.898 8.267 0.107
H -1.785 2.990 -5.180 0.087
H 3.145 -3.402 0.792 0.120
H -2.809 -0.203 -0.478 0.096
H -2.341 1.859 -6.346 0.115
H -3.467 5.390 0.839 0.090
H 3.082 -4.852 -1.522 0.098
H 5.044 2.964 6.550 0.066
H -1.192 5.548 -0.501 0.108
H -0.562 1.963 -5.967 0.109
H -1.284 -5.009 1.284 0.096
H 1.633 -1.955 7.186 0.098
H -0.652 3.872 -0.923 0.039
H -2.233 -1.977 3.351 0.092
H -2.106 1.777 0.434 0.107
H 0.291 2.072 -2.387 0.183
H -4.596 1.174 -4.811 0.128
H -2.015 -0.786 -5.763 0.106
H 1.492 -4.206 -1.956 0.020
H 3.865 2.832 5.246 0.075
H -3.121 -1.469 1.916 0.109
H -6.254 2.228 -3.370 0.122
H -1.202 0.125 3.423 0.091
H 4.529 -1.232 -1.190 0.103
H 2.874 -3.999 -3.153 0.110
H 6.896 -0.359 6.576 0.068
H -3.386 4.965 -1.459 0.125
H -1.251 4.862 -2.231 0.097
H 2.393 -1.781 0.482 0.096
H 4.846 -2.603 -2.331 0.100
H -5.373 3.711 -1.407 0.150
H -0.418 2.386 -0.004 0.069
H -2.857 -4.197 1.372 0.084

---

No. 5
88
Properties=species:S:1:pos:R:3:lowdin_spin:R:1 method="wB97M-V/def2-TZVPD" spin_multiplicity=3 homo_lumo_gap_ha="0.2747 / 0.2412" e_tot_ev=-51295.6012 total_charge=-1
I 3.240 -9.045 2.625 0.000
O -1.514 2.593 -2.479 0.627
O 3.098 0.245 2.301 0.629
O 4.106 -7.519 0.084 0.000
N -2.559 -2.986 1.056 0.000
N 2.131 1.104 2.857 0.298
N -2.467 2.776 -3.499 0.300
C 4.567 -4.334 0.159 0.000
C 0.854 -1.076 3.225 -0.001
C 3.751 2.895 1.959 -0.001
C -1.632 -2.875 -0.105 0.000
C -3.746 4.664 -2.360 0.012
C -1.546 5.158 -3.508 -0.001
C 5.633 -3.076 2.374 0.000
C -4.976 3.770 -2.245 0.001
C 0.797 0.410 2.741 0.021
C -4.343 1.532 -4.560 0.001
C 3.098 -7.569 0.959 0.000
C 2.265 2.432 2.168 0.021
C -0.253 1.047 3.695 0.001
C -3.124 0.386 -2.796 -0.001
C 6.358 -3.579 3.489 0.000
C 2.976 -4.529 -0.319 0.000
C 1.725 -6.669 0.921 0.000
C -3.594 1.819 -3.233 0.021
C 1.699 3.543 3.090 0.001
C 1.601 2.463 0.764 0.012
C -2.032 -3.714 2.245 0.000
C -4.567 2.310 -2.124 0.013
C -0.126 -3.448 -0.343 0.000
C -2.816 4.243 -3.527 0.021
C -0.547 -4.373 2.205 0.000
C 4.811 -2.882 0.935 0.000
C 0.227 0.440 1.299 0.012
C 0.525 -4.309 0.937 0.000
C 0.213 1.845 0.707 0.001
C -3.504 4.631 -4.867 0.001
B 2.007 -5.021 0.918 0.000
H -1.816 6.211 -3.650 0.000
H -0.855 4.886 -4.316 0.000
H 1.053 -6.872 -0.024 0.000
H 4.893 -5.166 0.924 0.000
H 1.488 4.459 2.523 0.000
H 1.548 3.493 0.390 0.001
H -2.691 0.371 -1.790 0.000
H 6.643 -3.832 4.616 0.000
H 3.785 3.934 1.606 0.000
H -5.645 3.904 -3.100 0.000
H -2.704 -3.844 3.221 0.000
H -2.066 -2.254 -1.031 0.000
H -5.551 4.059 -1.357 0.001
H 5.256 -4.369 -0.807 0.000
H 0.780 3.293 3.610 0.000
H -2.383 -0.024 -3.493 0.000
H -0.793 0.036 1.285 0.001
H -1.003 5.110 -2.558 -0.001
H -0.119 1.794 -0.338 0.000
H 2.992 -5.416 -1.106 0.000
H -3.974 -0.310 -2.778 0.000
H 1.042 -6.867 1.880 0.000
H 0.817 -0.216 0.651 0.002
H 4.278 2.296 1.208 -0.001
H -0.194 -4.963 3.174 0.000
H -0.652 1.996 3.333 0.000
H -3.790 0.812 -5.178 0.001
H 2.236 1.920 0.048 0.002
H 0.161 1.197 4.699 0.001
H -0.148 -1.524 3.244 0.000
H -3.195 4.638 -1.416 0.002
H -4.071 5.704 -2.490 0.001
H 5.460 -2.215 0.219 0.000
H -3.528 5.720 -4.999 0.000
H -4.504 2.394 -5.199 0.000
H 2.416 3.806 3.879 0.001
H -4.095 2.178 -1.140 0.002
H 1.457 -1.713 2.569 -0.001
H -4.550 4.325 -4.924 0.000
H 3.817 -2.303 1.151 0.000
H -5.469 1.687 -2.106 0.001
H 2.564 -4.747 1.921 0.000
H -1.133 0.401 3.804 0.000
H 2.646 -3.510 -0.818 0.000
H 4.321 2.849 2.895 0.000
H -5.336 1.103 -4.370 0.000
H 1.261 -1.142 4.242 0.000
H -0.506 2.486 1.225 0.000
H 0.487 -3.295 -1.355 0.000
H -2.966 4.215 -5.726 0.001